The following is a DFT calculation (ωB97M-V with the def2-TZVPD basis set) of a cluster of 3 separate species, C15H30BrN5O3 in total at a distorted geometry.

SMILES string   CC(=O)N(C)[C@H](C#N)[C@H](Br)C#N.COC[C@@H](C)N.COC[C@@H](C)N
HOMO energy   -9.07 eV
Orbital gap   8.87 eV

Structure (ORCA input):
```
! RIJCOSX wB97M-V def2-TZVPD def2/J DEFGRID3
* xyz 0 1
C -1.046 3.374 -3.540
C -0.243 3.398 -2.215
O 0.455 4.344 -2.044
N -0.279 2.395 -1.233
C 0.990 2.125 -0.556
C -1.116 1.261 -1.498
C -1.513 0.553 -0.195
N -1.461 0.089 0.820
C -0.598 0.166 -2.519
Br -0.211 -1.620 -1.739
C 0.599 0.548 -3.326
N 1.574 0.878 -3.762
H -1.662 2.473 -3.695
H -1.638 4.304 -3.605
H -0.297 3.440 -4.352
H 1.796 1.763 -1.252
H 1.396 3.061 -0.127
H 0.950 1.404 0.275
H -2.080 1.633 -1.894
H -1.415 -0.040 -3.234
C 5.072 0.622 0.722
C 4.452 -0.394 -0.233
C 5.469 -1.102 -1.146
O 5.972 -0.310 -2.208
C 6.962 0.632 -1.835
N 3.397 0.267 -1.011
H 5.305 1.569 0.235
H 4.374 0.852 1.529
H 5.987 0.233 1.173
H 3.984 -1.169 0.383
H 4.960 -1.942 -1.628
H 6.297 -1.528 -0.564
H 7.620 0.243 -1.053
H 6.499 1.566 -1.513
H 7.562 0.854 -2.717
H 2.905 -0.436 -1.559
H 3.855 0.845 -1.714
C -5.730 -3.169 2.094
C -4.486 -2.286 2.115
C -3.844 -2.135 3.506
O -4.545 -1.285 4.401
C -5.696 -1.860 4.992
N -4.817 -0.982 1.531
H -6.619 -2.652 2.456
H -5.949 -3.483 1.072
H -5.587 -4.069 2.696
H -3.741 -2.766 1.472
H -2.863 -1.671 3.374
H -3.668 -3.114 3.972
H -5.555 -2.923 5.209
H -6.568 -1.714 4.353
H -5.887 -1.336 5.929
H -3.961 -0.441 1.437
H -5.356 -0.466 2.223
*
```